(1)
Entry from the OMol25 dataset: a 2-piece molecular cluster, C10H19N3O4S overall in a non-equilibrium geometry (ωB97M-V/def2-TZVPD).

CARTESIAN COORDINATES (ANGSTROEM)
C: -5.8870 1.5945 0.4822
C: -5.5352 0.2302 -0.3592
O: -4.9578 0.4536 -1.6938
C: -3.5496 0.0161 -1.7697
C: -2.5886 1.1444 -1.0461
C: -1.4700 1.7562 -2.1193
N: -0.6910 2.4674 -2.9086
C: -1.8959 0.6251 0.3540
N: -0.9644 1.6885 0.9658
C: -1.0165 -0.7632 0.1075
N: -0.3012 -1.8331 0.2097
H: -6.6089 2.3404 -0.0578
H: -6.4311 1.2330 1.4813
H: -4.9038 2.1605 0.8208
H: -6.5705 -0.3481 -0.4957
H: -4.8703 -0.4764 0.3346
H: -3.3755 -1.0783 -1.3543
H: -3.2404 0.0207 -2.9216
H: -3.3204 2.0343 -0.7330
H: -2.7972 0.4523 1.1157
H: -0.8825 1.3694 1.9766
H: -1.5486 2.5649 1.0195
O: 6.3424 -0.2104 -0.7924
S: 5.9995 -1.3074 0.0882
O: 5.7138 -2.6344 -0.4129
O: 4.7797 -0.8412 1.0685
C: 3.5793 -0.3678 0.4796
C: 2.7586 -1.5019 -0.1071
C: 7.2553 -1.4531 1.3337
H: 3.7940 0.3978 -0.2756
H: 2.9996 0.1171 1.2716
H: 3.2755 -1.9658 -0.9512
H: 1.7915 -1.1383 -0.4658
H: 2.5932 -2.2840 0.6402
H: 7.4641 -0.4669 1.7483
H: 8.1507 -1.8573 0.8571
H: 6.9090 -2.1388 2.1093

Results
E_HOMO: -10.6 eV
ΔE to the lowest compared entry with this formula, charge and spin: 8.947 eV
orbital gap: 0.38664 Eh
SMILES: CCOC[C@H](C#N)[C@H](N)C#N.CCOS(C)(=O)=O
net charge: 0

=====

(2)
Entry from the OMol25 dataset: an isolated ion of composition C4H2NO3 and charge -1 in a non-equilibrium geometry (ωB97M-V/def2-TZVPD).

CARTESIAN COORDINATES (ANGSTROEM)
C: -0.8496 1.1764 -0.6916
C: 0.7692 0.5566 1.2157
C: -0.0263 -1.1829 -0.6569
C: -0.2847 0.0958 0.0190
N: -1.2116 2.1309 -1.2261
O: 1.9185 0.2286 0.9575
O: 0.2422 1.1346 2.1475
O: -1.0693 -1.0599 0.2615
H: -0.3241 -1.3237 -1.6941
H: 0.8355 -1.7561 -0.3326

Results
E_HOMO: -4.7 eV
ΔE to the lowest compared entry with this formula, charge and spin: 1.126 eV
orbital gap: 0.31587 Eh
SMILES: N#C[C@]1(C(=O)[O-])CO1
net charge: -1

=====

(3)
Entry from the OMol25 dataset: an isolated ion of composition C2H4IN4 and charge +1 in a non-equilibrium geometry (ωB97M-V/def2-TZVPD).

CARTESIAN COORDINATES (ANGSTROEM)
C: 0.9549 0.3655 -0.6187
C: -0.9451 0.1393 0.8731
N: -0.7275 -1.2280 0.6783
N: 0.1266 -1.7653 -0.0311
N: 0.9635 -0.9469 -0.7794
N: 0.1031 0.9481 0.1837
I: -2.8933 0.5386 -0.0282
H: 1.7053 0.8863 -1.1735
H: -1.1824 0.3240 1.9349
H: 1.7656 -1.2500 -1.2722
H: 0.1295 1.9884 0.2331

Results
E_HOMO: -14.0 eV
ΔE to the lowest compared entry with this formula, charge and spin: 1.617 eV
orbital gap: 0.31922 Eh
SMILES: I[C@H]1N=NNC=[NH+]1
net charge: +1

=====

(4)
Entry from the OMol25 dataset: C15H18F6NOPSiSn as an isolated structure (ωB97M-V/def2-TZVPD).

CARTESIAN COORDINATES (ANGSTROEM)
Sn: 0.2749 -0.2221 -1.4083
C: -1.3718 -3.6400 1.6256
Si: -1.0492 -3.2076 -0.1493
C: 0.7427 -3.4393 -0.5585
C: -2.1112 -4.1222 -1.3707
N: -1.3198 -1.4092 -0.3686
C: -2.4408 -0.7684 -0.0518
C: -3.6514 -1.4266 0.3411
C: -4.7671 -0.7129 0.6645
C: -4.7466 0.6928 0.6367
C: -3.6060 1.3908 0.2638
C: -2.4841 0.6734 -0.0817
O: -1.3038 1.2476 -0.4369
C: -1.2434 2.6480 -0.7126
C: -0.5584 3.4364 0.1866
C: -0.4511 4.7910 -0.1018
C: -1.0205 5.3073 -1.2573
C: -1.6996 4.4798 -2.1408
C: -1.8181 3.1222 -1.8745
H: -1.0988 -4.6875 1.7744
H: -2.4131 -3.5277 1.9271
H: -0.7587 -3.0403 2.3004
H: 1.0143 -4.4811 -0.3679
H: 1.4127 -2.8389 0.0576
H: 0.9856 -3.2636 -1.6116
H: -1.8924 -5.1904 -1.3050
H: -1.8969 -3.8065 -2.3936
H: -3.1818 -4.0011 -1.2044
H: -3.6680 -2.5055 0.3671
H: -5.6756 -1.2254 0.9483
H: -5.6331 1.2454 0.9166
H: -3.5918 2.4708 0.2526
H: -0.1163 3.0035 1.0728
H: 0.0823 5.4386 0.5800
H: -0.9285 6.3623 -1.4754
H: -2.1349 4.8869 -3.0429
H: -2.3443 2.4585 -2.5488
F: 1.1993 0.7451 0.2546
P: 2.9189 0.1759 0.4644
F: 4.3492 -0.4258 0.5307
F: 3.2387 1.1586 -0.7318
F: 2.3027 -0.8299 1.5286
F: 3.0911 1.3025 1.5345
F: 2.4228 -0.9463 -0.7136

Results
expectation value of S²: 0.7825
E_HOMO (alpha / beta): -12.3 / -12.9 eV
multiplicity: 2
orbital gap (alpha / beta): 0.33388 / 0.25109 Eh
net charge: +1

=====

(5)
Entry from the OMol25 dataset: a 2-piece molecular cluster, C6H14P overall in a non-equilibrium geometry (ωB97M-V/def2-TZVPD).

CARTESIAN COORDINATES (ANGSTROEM)
C: -2.7708 -1.7991 -1.1356
C: -3.0954 -0.6332 -1.1270
C: -2.3843 -3.1992 -1.0140
C: -0.0383 0.6490 -0.5824
C: 2.4103 2.3504 0.0614
C: 1.8895 0.1347 1.8618
P: 1.1406 1.2948 0.6750
H: 0.3123 2.0638 1.5314
H: -3.7552 0.2918 -1.0259
H: -1.3228 -3.0839 -0.8079
H: -2.5318 -3.7455 -1.9427
H: -2.8811 -3.7548 -0.1086
H: -0.1096 1.5202 -1.2266
H: -1.0411 0.4409 -0.3042
H: 0.2218 -0.1770 -1.3171
H: 3.2814 2.1994 0.7204
H: 2.0611 3.3079 0.0599
H: 2.7055 2.0942 -0.9249
H: 2.4777 0.7188 2.5791
H: 2.4066 -0.7338 1.4436
H: 1.0234 0.0607 2.5842

Results
E_HOMO: -12.8 eV
ΔE to the lowest compared entry with this formula, charge and spin: 3.476 eV
orbital gap: 0.35924 Eh
net charge: +1

=====

(6)
Entry from the OMol25 dataset: C32H23CrF12N3O4S as an isolated structure (ωB97M-V/def2-TZVPD).

CARTESIAN COORDINATES (ANGSTROEM)
Cr: -0.1550 0.4798 -0.7280
C: 5.4916 4.5282 -2.1233
C: 4.5233 3.4534 -1.7047
C: 4.9239 2.3514 -0.9615
C: 4.0238 1.3769 -0.5842
C: 2.6609 1.4317 -0.9385
N: 1.7906 0.4126 -0.6269
C: 2.2332 -0.7795 -0.0495
C: 3.1851 -1.5762 -0.7015
C: 3.5639 -2.8086 -0.2108
C: 2.9939 -3.3109 0.9542
C: 3.3596 -4.6723 1.4839
C: 2.0470 -2.5316 1.6015
C: 1.6469 -1.2813 1.1299
C: 0.6080 -0.4302 1.8912
O: -0.2826 0.2726 1.1227
C: -0.2965 -1.3135 2.8059
F: 0.3292 -1.8457 3.8822
F: -1.3277 -0.6173 3.2913
F: -0.8122 -2.3368 2.1030
C: 1.3851 0.5720 2.7902
F: 2.0406 1.4657 2.0520
F: 2.2996 -0.0424 3.5713
F: 0.5623 1.2462 3.6096
C: 2.2311 2.6063 -1.6093
C: 3.1715 3.5555 -1.9958
C: 0.7340 2.8358 -1.8659
O: -0.0744 2.3459 -0.8785
C: 0.3738 4.3440 -1.9832
F: 0.7876 4.8848 -3.1600
F: -0.9380 4.5421 -1.9162
F: 0.9367 5.0579 -0.9996
C: 0.3292 2.1511 -3.2094
F: 0.2070 0.7950 -2.9563
F: -0.8453 2.5358 -3.6942
F: 1.2316 2.2600 -4.1880
H: 6.5130 4.1457 -2.1560
H: 5.4788 5.3726 -1.4282
H: 5.2484 4.9183 -3.1131
H: 5.9632 2.2505 -0.6640
H: 4.3748 0.5463 0.0117
H: 3.6121 -1.1993 -1.6223
H: 4.3047 -3.3937 -0.7460
H: 4.3776 -4.9444 1.2011
H: 2.6913 -5.4434 1.0917
H: 3.2907 -4.7028 2.5719
H: 1.6170 -2.9280 2.5089
H: 2.8450 4.4300 -2.5415
C: -6.3147 -0.7274 3.9067
C: -5.6401 -0.4073 2.6002
C: -6.2844 -0.6409 1.3894
C: -5.6739 -0.3206 0.1858
C: -4.4072 0.2393 0.1910
C: -3.7394 0.4697 1.3858
C: -4.3616 0.1454 2.5800
S: -3.6308 0.7049 -1.3409
O: -3.4609 2.1270 -1.3288
O: -4.4187 0.1079 -2.3957
N: -2.1679 0.0413 -1.2583
C: -1.9609 -1.3044 -1.3566
C: -2.8621 -2.3529 -1.6069
C: -2.3600 -3.6347 -1.6429
C: -1.0007 -3.8813 -1.4428
C: -0.1787 -2.8039 -1.1958
N: -0.6483 -1.5586 -1.1529
H: -6.9962 -1.5725 3.8035
H: -6.8977 0.1257 4.2622
H: -5.5822 -0.9694 4.6771
H: -7.2748 -1.0830 1.3861
H: -6.1683 -0.5011 -0.7600
H: -2.7354 0.8777 1.3817
H: -3.8374 0.3142 3.5126
H: -3.9052 -2.1419 -1.7811
H: -3.0353 -4.4607 -1.8322
H: -0.5966 -4.8829 -1.4699
H: 0.8837 -2.9203 -1.0152

Results
expectation value of S²: 3.7718
E_HOMO (alpha / beta): -4.5 / -4.7 eV
multiplicity: 4
ΔE to the lowest compared entry with this formula, charge and spin: 0.000 eV
orbital gap (alpha / beta): 0.25667 / 0.26392 Eh
net charge: -1

=====

(7)
Entry from the OMol25 dataset: one molecule with the formula C4H10O (ωB97M-V/def2-TZVPD).

CARTESIAN COORDINATES (ANGSTROEM)
C: 2.0521 0.5414 0.3702
C: 1.0287 -0.2164 -0.4635
O: 0.2102 -0.9507 0.4138
C: -1.2024 -0.9081 0.3245
C: -1.8522 0.3769 -0.2133
H: 2.6262 1.2505 -0.2384
H: 2.7484 -0.1500 0.8572
H: 1.5310 1.0950 1.1581
H: 0.4429 0.4837 -1.0551
H: 1.5272 -0.8759 -1.1862
H: -1.5220 -1.0656 1.3604
H: -1.5595 -1.7554 -0.2743
H: -2.4917 0.8558 0.5328
H: -2.4418 0.2038 -1.1228
H: -1.0971 1.1150 -0.4634

Results
E_HOMO: -9.5 eV
ΔE to the lowest compared entry with this formula, charge and spin: 1.026 eV
orbital gap: 0.39100 Eh
SMILES: CCOCC
net charge: 0

=====

(8)
Entry from the OMol25 dataset: one molecule with the formula C4H10S2 in a non-equilibrium geometry (ωB97M-V/def2-TZVPD).

CARTESIAN COORDINATES (ANGSTROEM)
C: 1.6944 0.1924 -0.5643
C: 0.5982 0.7843 0.3344
C: -0.6109 -0.0617 0.6166
C: -1.5779 -0.0186 -0.6367
H: 3.1315 -1.0669 1.0327
H: 2.4678 0.8586 -0.6905
H: 1.4145 -0.1772 -1.5081
H: 0.2369 1.7289 -0.0914
H: 1.1304 0.8738 1.3058
H: -0.2268 -1.0998 0.8983
H: -1.0351 0.5077 1.4303
H: -0.9934 -0.3433 -1.4230
H: -1.7449 1.0331 -0.6154
H: -4.0807 -0.5586 -0.0370
S: 2.4368 -1.4595 -0.0382
S: -2.8407 -1.1931 -0.0137

Results
E_HOMO: -8.9 eV
ΔE to the lowest compared entry with this formula, charge and spin: 1.622 eV
orbital gap: 0.35963 Eh
SMILES: SCCCCS
net charge: 0